(1)
92
Properties=species:S:1:pos:R:3:forces:R:3 method="wB97M-V/def2-TZVPD" e_tot_ha=-4404.12659 fmax_ev_per_a=4.81 homo_energy_ev=-6.4 gap_ha=0.1389 spin_multiplicity=1 e_above_lowest_ev=2.278 charge=+1
C 1.7776 1.1420 -2.0043 -0.5 -0.3 -0.2
C 0.4207 -0.7034 -2.4635 -0.5 0.6 -0.9
C 2.1291 1.2376 -3.3459 0.1 0.2 -0.3
C 0.6533 -0.5930 -3.8374 0.1 0.3 0.4
C 1.5186 0.4056 -4.2774 -0.3 0.2 0.1
H 2.8525 1.9884 -3.6526 0.0 -0.2 0.0
H 0.1757 -1.2972 -4.5130 0.3 0.0 0.1
H 1.7049 0.5383 -5.3370 0.1 -0.1 0.1
N 0.8288 0.2703 -1.6181 1.0 -0.4 0.2
P 1.2972 2.4506 0.3991 1.7 0.8 -0.6
P -1.4286 -2.3206 -0.6823 3.1 1.3 1.4
C 2.4933 1.9437 -0.9309 -0.2 0.0 -0.1
H 3.3029 1.3499 -0.4710 -0.5 0.0 -0.3
H 2.9826 2.8135 -1.3835 -0.1 -0.3 0.2
C -1.3363 0.9538 1.9328 0.9 -2.7 1.3
O -1.5551 0.1619 2.8325 -0.5 1.4 -0.9
C 0.0092 -2.0247 -1.8637 -1.7 0.4 -0.6
H 0.1333 -2.8337 -2.5932 0.1 0.2 0.1
C -1.4736 -4.1464 -0.3429 -0.1 -0.8 -0.2
C -3.0748 -1.4912 -0.7087 -0.6 0.0 -0.2
C 2.3994 2.4884 1.9185 -0.2 0.4 -0.2
C 0.8185 4.1873 -0.2720 0.1 -0.2 0.3
C -1.1861 -4.3631 1.1519 0.1 0.0 0.1
H -1.9634 -3.9111 1.7790 0.2 0.0 0.0
H -1.1806 -5.4461 1.3401 -0.1 0.2 -0.1
H -0.2116 -3.9632 1.4527 -0.3 0.0 -0.2
C -2.8236 -4.7866 -0.7082 0.0 -0.3 0.0
H -3.6572 -4.4049 -0.1132 0.1 -0.2 -0.3
H -3.0312 -4.6644 -1.7784 0.0 -0.2 0.3
H -2.7541 -5.8668 -0.5114 0.0 0.3 0.0
C -0.4292 -4.9184 -1.1802 0.2 0.0 0.0
H -0.5198 -5.9860 -0.9423 -0.1 0.2 0.0
H -0.6264 -4.8221 -2.2551 0.1 0.0 0.2
H 0.6008 -4.6178 -0.9610 -0.3 0.0 -0.1
C -3.8321 -1.8283 0.5881 -0.1 0.1 0.0
H -3.3321 -1.4216 1.4759 0.0 -0.1 -0.2
H -4.8291 -1.3753 0.4977 0.1 0.0 0.1
H -3.9779 -2.9039 0.7301 0.1 0.4 0.1
C -3.0334 0.0425 -0.8713 0.3 -0.1 0.2
H -2.6150 0.5558 0.0062 -0.1 -0.3 -0.4
H -2.4821 0.3479 -1.7716 -0.1 0.0 0.2
H -4.0793 0.3701 -0.9763 0.3 0.1 0.0
C -3.8575 -2.0188 -1.9280 -0.1 -0.1 0.0
H -4.1154 -3.0755 -1.8332 0.0 0.3 -0.1
H -4.7988 -1.4568 -1.9960 0.2 -0.1 -0.1
H -3.2897 -1.8632 -2.8552 -0.2 -0.1 0.1
C 0.3684 5.0977 0.8793 -0.2 0.2 -0.1
H -0.0455 6.0201 0.4429 0.1 -0.2 0.1
H -0.4173 4.6432 1.4928 0.2 0.1 -0.1
H 1.2043 5.4021 1.5231 -0.2 -0.2 -0.2
C -0.3483 3.9528 -1.2477 -0.1 0.1 0.0
H -0.0556 3.3234 -2.0990 0.0 0.1 0.2
H -1.2144 3.4927 -0.7556 0.2 0.1 -0.1
H -0.6701 4.9254 -1.6506 0.1 -0.2 0.1
C 1.9396 4.9194 -1.0380 0.0 0.1 0.0
H 1.5909 5.9460 -1.2301 0.1 -0.3 0.1
H 2.8770 4.9987 -0.4736 -0.2 -0.1 -0.1
H 2.1497 4.4773 -2.0195 -0.1 0.1 0.2
C 2.9785 1.0780 2.1688 -0.2 0.1 -0.1
H 3.7275 0.7867 1.4209 -0.2 0.0 0.2
H 3.4744 1.0774 3.1512 -0.1 0.0 -0.3
H 2.1961 0.3042 2.2008 0.2 0.1 0.0
C 1.5223 2.8840 3.1199 0.2 0.1 0.1
H 0.6248 2.2555 3.2021 0.3 0.1 0.0
H 2.1231 2.7523 4.0302 -0.2 0.0 -0.1
H 1.2043 3.9314 3.0766 0.1 -0.3 0.0
C 3.5524 3.4821 1.7370 0.2 0.0 0.4
H 4.1916 3.2301 0.8796 -0.2 0.0 0.2
H 3.2176 4.5219 1.6353 0.0 -0.3 0.0
H 4.1768 3.4306 2.6415 0.0 0.1 -0.2
Zn 0.0834 0.4246 0.4536 -0.9 -1.5 -0.3
N -0.2473 -1.6500 0.4153 -3.0 1.6 0.5
C 0.6344 -2.1165 -0.5603 4.1 -2.5 0.2
C 1.9771 -2.6114 -0.3292 -1.8 0.6 -0.3
C 2.4965 -2.8078 0.9722 0.4 -0.2 0.3
C 2.7766 -2.9684 -1.4416 0.4 -0.3 0.2
C 3.6986 -3.5083 1.1439 -0.3 0.3 -0.2
H 1.9153 -2.4314 1.8230 0.2 -0.3 -0.2
C 3.9560 -3.6851 -1.2603 -0.5 0.4 0.0
H 2.4182 -2.6892 -2.4311 0.2 -0.3 0.0
C 4.4172 -3.9684 0.0292 0.1 -0.2 0.2
H 4.0575 -3.7213 2.1575 -0.1 0.1 -0.4
H 4.4960 -4.0241 -2.1409 0.1 0.1 0.2
H 5.3239 -4.5629 0.1582 -0.3 0.2 0.0
N -4.6604 3.3766 2.4757 0.0 -0.2 0.0
C -3.7732 2.4019 2.6623 0.9 0.3 0.0
N -4.0480 1.3805 3.4566 -0.1 0.2 -0.1
S -2.2058 2.5668 1.8211 -2.0 1.0 0.6
H -5.5683 3.3447 2.9190 0.1 0.1 -0.1
H -4.4338 4.1634 1.8805 -0.1 -0.2 0.2
H -3.3473 0.6607 3.6395 0.0 0.2 -0.2
H -4.9388 1.3492 3.9425 0.3 -0.1 -0.1

(2)
95
Properties=species:S:1:pos:R:3:forces:R:3 method="wB97M-V/def2-TZVPD" e_tot_ha=-2139.79191 fmax_ev_per_a=0.51 smiles=COCCCCCCCCC[C@](COC)(COC(F)(F)F)N(CCN)CCCN.Fc1ccccc1.Fc1ccccc1 homo_energy_ev=-8.5 gap_ha=0.3315 spin_multiplicity=1 charge=0
C -0.4064 -2.8238 -2.2829 0.2 0.0 0.0
O -1.6254 -2.1363 -2.4579 0.0 -0.1 0.0
C -2.6659 -2.6212 -1.6159 0.0 0.0 0.0
C -2.7407 -1.8141 -0.3263 0.1 -0.1 0.0
C -3.7464 -2.3416 0.6919 0.1 -0.1 0.0
C -3.7179 -1.5646 2.0173 -0.1 0.0 -0.1
C -2.4625 -1.8533 2.8676 -0.1 0.1 -0.1
C -1.6191 -0.6439 3.3063 0.1 -0.1 0.1
C -1.3001 0.4254 2.2432 0.1 -0.1 -0.2
C 0.1943 0.7975 2.2121 -0.1 0.0 0.0
C 0.5090 2.1849 1.6116 -0.2 0.0 -0.1
C 1.5170 2.2546 0.4439 -0.1 0.1 0.0
C 0.8735 1.5936 -0.7959 0.0 -0.1 0.0
O -0.2074 2.3197 -1.3225 0.0 0.1 -0.1
C -1.4996 1.7678 -1.1664 0.0 -0.1 0.0
C 2.7774 1.4181 0.7205 0.0 0.0 0.0
O 3.1322 1.5357 2.1146 -0.1 0.0 0.0
C 4.4030 1.2701 2.4197 0.1 0.0 -0.5
F 5.2612 2.1942 1.9420 0.0 0.2 0.0
F 4.5320 1.2337 3.7292 0.0 0.0 0.5
F 4.8290 0.0943 1.9154 -0.1 -0.1 0.0
N 1.8200 3.6836 0.1679 0.2 -0.2 0.2
C 2.5099 4.3941 1.2525 0.0 -0.1 -0.1
C 2.1923 5.8870 1.2331 0.0 0.1 -0.1
N 0.7863 6.2206 1.4590 0.1 0.0 -0.1
C 2.4924 3.9538 -1.1114 0.0 0.0 -0.1
C 1.5928 4.5960 -2.1875 0.0 0.2 0.0
C 1.7208 3.9427 -3.5574 0.0 -0.1 -0.1
N 1.2800 4.8224 -4.6504 0.0 0.0 0.2
H -0.1607 -2.9677 -1.2219 0.0 0.0 -0.1
H 0.3851 -2.2240 -2.7391 -0.1 -0.1 0.0
H -0.4248 -3.8100 -2.7680 0.0 0.1 0.1
H -3.5967 -2.5386 -2.1892 0.1 0.0 0.1
H -2.5002 -3.6849 -1.3887 -0.1 0.1 -0.1
H -1.7351 -1.8169 0.1148 -0.1 0.1 0.0
H -2.9913 -0.7795 -0.5831 0.1 0.0 0.1
H -3.5223 -3.3973 0.9010 -0.1 0.1 0.0
H -4.7536 -2.3161 0.2583 0.1 0.0 0.1
H -3.7966 -0.4933 1.8002 0.0 0.0 0.0
H -4.6153 -1.8244 2.5899 0.1 0.1 0.0
H -1.8281 -2.5727 2.3328 0.0 0.1 0.0
H -2.7949 -2.3585 3.7733 0.2 -0.1 0.0
H -2.0992 -0.1770 4.1749 0.0 0.0 -0.1
H -0.6647 -1.0366 3.6799 -0.1 0.0 0.0
H -1.9000 1.3263 2.4042 0.0 0.0 0.1
H -1.5855 0.0469 1.2556 0.0 0.1 0.1
H 0.5816 0.7720 3.2356 0.0 0.0 -0.1
H 0.7200 0.0010 1.6739 0.0 0.0 0.1
H 0.8604 2.8129 2.4247 0.0 0.0 0.0
H -0.4108 2.6557 1.2453 0.1 0.0 0.0
H 1.6193 1.4762 -1.5939 -0.1 0.0 0.1
H 0.5503 0.5783 -0.5213 0.1 0.1 0.0
H -2.0678 1.9563 -2.0818 0.1 0.0 0.1
H -2.0280 2.2320 -0.3261 0.0 -0.1 0.0
H -1.4441 0.6857 -1.0096 -0.1 0.1 0.0
H 3.6132 1.7652 0.1067 -0.1 0.0 0.0
H 2.6096 0.3590 0.5022 0.0 0.1 0.0
H 3.6020 4.2431 1.2057 -0.1 0.1 0.0
H 2.1932 4.0037 2.2174 0.0 0.0 0.0
H 2.8062 6.3832 1.9946 0.0 -0.1 -0.1
H 2.4892 6.3156 0.2696 0.0 0.0 0.1
H 0.2625 6.0850 0.6043 0.0 -0.1 0.0
H 0.3813 5.5841 2.1369 0.0 0.0 0.0
H 2.9540 3.0445 -1.5196 -0.1 0.0 0.0
H 3.3334 4.6284 -0.9170 -0.1 -0.1 0.0
H 1.8549 5.6591 -2.2890 0.0 -0.1 0.0
H 0.5572 4.5410 -1.8458 0.1 0.0 -0.1
H 2.7712 3.6708 -3.7229 0.0 0.0 0.0
H 1.1445 3.0110 -3.5581 0.1 0.0 0.1
H 0.7769 5.6202 -4.2857 0.0 0.0 0.0
H 0.6606 4.3436 -5.2887 0.0 0.0 0.0
F -3.8813 -3.7133 5.4542 -0.1 0.0 0.0
C -3.3777 -4.9659 5.4303 0.0 0.0 0.0
C -4.2252 -6.0172 5.1462 0.0 0.0 0.0
C -3.6961 -7.2997 5.1186 0.0 0.0 0.0
C -2.3469 -7.5098 5.3691 0.0 0.0 0.0
C -1.5196 -6.4310 5.6497 0.0 0.0 0.0
C -2.0324 -5.1420 5.6828 0.0 0.0 0.0
H -5.2725 -5.8278 4.9549 0.0 0.0 0.0
H -4.3435 -8.1380 4.8988 0.0 0.0 0.0
H -1.9415 -8.5120 5.3458 0.0 0.0 0.0
H -0.4680 -6.5906 5.8464 0.0 0.0 0.0
H -1.4084 -4.2851 5.8976 0.0 0.0 0.0
F 0.9885 0.2958 -4.6061 0.0 0.1 0.0
C 1.4189 -0.6187 -5.5005 0.0 0.0 0.0
C 0.4914 -1.4444 -6.1020 -0.1 0.0 0.0
C 0.9430 -2.3938 -7.0074 0.0 0.0 0.0
C 2.2960 -2.4970 -7.3015 0.0 0.0 0.0
C 3.2043 -1.6487 -6.6833 0.0 0.0 0.0
C 2.7700 -0.6980 -5.7705 0.0 0.0 0.0
H -0.5564 -1.3478 -5.8510 0.0 0.0 0.0
H 0.2318 -3.0540 -7.4853 0.0 0.0 0.0
H 2.6417 -3.2371 -8.0103 0.0 0.0 0.0
H 4.2593 -1.7261 -6.9096 0.0 0.0 0.0
H 3.4584 -0.0255 -5.2770 0.0 0.0 0.0

(3)
108
Properties=species:S:1:pos:R:3:forces:R:3 method="wB97M-V/def2-TZVPD" s_squared=0.761 e_tot_ha=-9059.60144 fmax_ev_per_a=2.40 homo_energy_ev="-5.1 / -4.6" gap_ha="0.2442 / 0.2286" spin_multiplicity=2 e_above_lowest_ev=0.000 charge=-1
V 0.4751 0.8934 0.7115 -0.3 -1.4 0.6
C 3.9818 -0.3254 3.0585 0.3 0.2 0.3
S 2.6504 -0.3843 1.9320 -0.1 0.3 0.4
O 3.1617 -0.4548 0.5761 0.1 0.0 0.0
O 1.8528 -1.5241 2.3343 -0.1 0.2 0.0
O 1.9314 0.9474 2.1172 0.5 -1.4 0.1
H 3.5589 -0.3909 4.0605 0.0 0.0 0.0
H 4.5341 0.6054 2.9306 0.0 -0.1 0.0
H 4.6081 -1.1922 2.8555 0.0 0.0 0.0
N -0.0478 -1.4608 -0.1491 0.6 0.4 0.1
S 0.2222 -2.8845 0.5040 0.0 0.3 0.1
C -0.8521 -4.0588 -0.3084 -0.3 -0.1 -0.1
C -1.8383 -4.6515 0.4660 0.0 -0.1 -0.1
C -2.7579 -5.5097 -0.1338 0.1 0.1 0.0
C -2.6842 -5.7576 -1.4948 0.1 0.0 0.0
C -1.6877 -5.1597 -2.2634 0.0 0.0 0.0
C -0.7685 -4.3107 -1.6717 0.0 -0.2 0.0
C 1.7491 -3.6171 -0.0817 0.0 -0.1 -0.1
C 2.5084 -2.9827 -1.0438 0.1 0.0 0.0
C 3.6253 -3.6356 -1.5581 0.0 0.0 0.0
C 3.9745 -4.8945 -1.0947 0.0 0.0 0.0
C 3.2153 -5.5102 -0.1030 0.0 0.0 0.0
C 2.0974 -4.8730 0.4052 0.0 0.1 0.0
H 0.1953 -1.4118 -1.1388 -0.2 0.0 0.0
H -1.8783 -4.4537 1.5316 0.0 0.0 0.0
H -3.5288 -5.9762 0.4659 0.0 0.0 0.0
H -3.3957 -6.4268 -1.9617 0.0 0.0 0.0
H -1.6267 -5.3610 -3.3258 0.0 0.0 0.0
H 0.0270 -3.8670 -2.2608 0.0 0.0 0.0
H 2.2494 -1.9831 -1.3689 0.0 0.0 0.0
H 4.2200 -3.1540 -2.3222 0.0 0.0 0.0
H 4.8447 -5.3971 -1.4984 0.0 0.0 0.0
H 3.4926 -6.4891 0.2670 0.0 0.0 0.0
H 1.4935 -5.3472 1.1714 0.0 0.0 0.0
C 3.2212 3.8436 1.9409 -0.4 -0.1 0.3
Si 3.6198 3.3191 0.2037 0.1 0.0 -0.1
C 4.1026 4.9213 -0.6219 -0.1 0.3 -0.2
C 5.1855 2.3040 0.2382 0.1 -0.4 0.0
As 1.8803 2.1099 -0.8963 1.0 0.8 -1.1
Si 0.8153 3.9476 -1.9769 -0.2 0.1 0.3
C -0.7006 3.4142 -2.8841 -0.4 -0.3 -0.1
C 1.7318 5.0024 -3.2051 0.5 0.0 -0.3
C 0.3299 5.1165 -0.6012 0.0 0.1 0.3
Si 3.1735 1.1890 -2.6895 0.0 0.1 0.1
C 2.1155 0.3063 -3.9268 -0.4 -0.2 -0.2
C 4.0367 2.5206 -3.6609 0.2 0.4 -0.1
C 4.5534 0.0275 -2.2213 0.1 -0.3 0.4
H 4.1593 4.1538 2.4113 0.0 0.1 0.0
H 2.7805 3.0501 2.5443 0.1 0.0 0.0
H 2.5370 4.6965 1.9548 0.1 0.0 0.0
H 4.9452 5.3390 -0.0581 -0.1 0.0 0.0
H 3.2883 5.6519 -0.5994 0.1 0.0 0.0
H 4.4177 4.7999 -1.6584 0.0 0.0 0.0
H 5.8043 2.6144 1.0859 0.0 0.0 -0.1
H 5.7604 2.4534 -0.6805 0.0 0.0 0.1
H 4.9826 1.2346 0.3299 0.0 0.1 0.1
H -0.4737 2.6293 -3.6085 0.0 0.1 0.0
H -1.1144 4.2776 -3.4165 0.0 0.0 0.0
H -1.4630 3.0281 -2.2042 0.0 0.0 -0.1
H 1.8859 4.5036 -4.1629 -0.1 0.1 0.0
H 2.6968 5.3654 -2.8551 0.0 0.0 0.0
H 1.0820 5.8675 -3.3782 0.0 0.0 0.0
H 0.9408 4.9865 0.2933 0.0 0.1 0.0
H -0.7100 4.9584 -0.3022 0.1 0.0 0.0
H 0.4315 6.1551 -0.9303 0.0 0.0 0.0
H 1.3008 0.9432 -4.2780 0.0 -0.1 0.0
H 1.6559 -0.5895 -3.5030 0.0 0.0 -0.1
H 2.7451 0.0221 -4.7777 0.0 0.0 0.1
H 3.3491 3.1265 -4.2481 0.1 0.0 0.0
H 4.7374 2.0342 -4.3492 0.0 0.0 0.0
H 4.6089 3.1962 -3.0208 0.0 0.0 -0.1
H 4.3914 -0.4760 -1.2696 0.0 -0.1 0.0
H 5.4996 0.5692 -2.1542 0.0 0.0 0.0
H 4.6435 -0.7307 -3.0067 0.0 0.1 0.0
Cl -0.1807 3.3030 2.3159 -0.3 0.0 -0.1
C -1.9163 3.2058 1.8371 0.1 -0.1 -0.1
Cl -2.7851 2.2272 3.0180 0.0 0.0 0.0
Cl -2.6169 4.8263 1.8052 0.1 0.0 0.0
C -2.0483 2.5010 0.4281 0.7 -0.4 0.4
O -2.9864 2.7708 -0.2801 -0.3 0.2 -0.2
O -1.1266 1.6403 0.1933 -2.1 1.1 -0.3
C -1.6719 -1.5174 -3.6466 0.0 -0.4 -0.2
S -1.7480 0.1141 -2.9496 0.5 0.7 0.3
C -2.8759 -0.2860 -1.6240 -0.1 0.1 0.1
O -0.4001 0.3701 -2.3262 -0.5 -0.3 -0.4
H -2.6010 -1.7061 -4.1885 0.0 0.0 0.0
H -1.5392 -2.2494 -2.8502 0.0 0.0 -0.1
H -0.8303 -1.5357 -4.3397 0.0 0.0 0.0
H -3.6998 -0.8714 -2.0354 0.0 0.0 0.0
H -3.2429 0.6508 -1.2066 0.0 0.0 0.0
H -2.3037 -0.8433 -0.8790 -0.1 0.0 0.0
N -1.0370 -0.4208 2.4025 0.6 0.2 0.2
C -1.0444 -0.5531 3.8388 -0.1 -0.1 -0.2
C -0.1215 0.1328 4.6196 0.1 0.1 0.0
C -0.0702 -0.0874 5.9876 -0.2 -0.2 0.1
C -0.9558 -0.9773 6.6023 0.1 0.1 -0.3
C -1.9155 -1.6084 5.8279 0.1 0.1 0.0
C -1.9536 -1.3992 4.4514 -0.1 -0.1 0.1
S -0.8075 -1.3208 8.3562 -0.1 0.1 0.0
O 0.6176 -1.5411 8.5412 0.2 0.0 0.0
O -1.6336 -2.5012 8.5556 -0.1 -0.1 0.0
O -1.3068 -0.1195 9.0055 -0.1 0.1 0.1
H -0.1970 -0.8779 2.0618 0.1 -0.4 0.2
H -1.8086 -0.9405 2.0030 -0.1 0.2 -0.1
H 0.5630 0.8245 4.1433 0.0 0.0 0.0
H 0.6649 0.4184 6.6022 0.0 0.0 0.0
H -2.6073 -2.2835 6.3153 0.0 0.0 0.0
H -2.6888 -1.9198 3.8422 0.0 0.0 0.0